95
Properties=species:S:1:pos:R:3:forces:R:3 method="wB97M-V/def2-TZVPD" molar_mass_g_mol=781.5 spin_multiplicity=1 total_charge=+1 fmax_ev_per_a=8.77 homo_lumo_gap_ev=6.990 lumo_ev=-4.3
C 2.215 -0.117 -1.242 0.054 0.911 0.106
C 2.116 0.810 -2.456 -0.558 -1.567 0.939
F 1.928 0.016 -3.544 0.100 0.571 -0.464
S 3.786 1.565 -2.724 0.620 -0.762 -1.297
H 1.421 -0.863 -1.321 0.119 0.101 -0.086
H 2.039 0.490 -0.348 0.229 -0.274 0.045
H 3.181 -0.634 -1.214 -0.215 -0.133 0.100
H 1.312 1.543 -2.388 0.313 0.250 -0.157
H 3.677 2.824 -3.213 0.036 0.049 0.917
H 4.504 1.553 -1.573 -0.644 0.749 0.076
C -4.815 1.574 -5.712 0.219 -0.020 -0.231
O -3.970 1.584 -4.537 -3.118 -1.700 -0.132
P -4.006 0.194 -3.579 6.668 0.202 3.241
O -3.512 0.824 -2.314 -0.896 0.163 -0.546
O -2.802 -0.501 -4.443 -0.430 -0.273 -0.016
C -1.598 0.218 -4.628 0.232 0.186 -0.417
O -4.492 -1.279 -2.992 -2.562 1.478 -1.795
C -3.468 -2.134 -2.499 0.625 -0.597 -0.100
H -4.673 2.514 -6.237 0.040 0.022 0.105
H -4.531 0.750 -6.372 -0.042 0.042 -0.014
H -5.861 1.472 -5.426 -0.025 0.106 -0.092
H -1.428 0.953 -3.839 -0.185 0.005 0.043
H -1.607 0.721 -5.597 0.033 0.087 0.042
H -0.771 -0.494 -4.625 -0.119 -0.127 0.012
H -2.751 -1.586 -1.886 -0.099 0.141 -0.060
H -2.954 -2.625 -3.324 0.016 0.049 0.043
H -3.938 -2.903 -1.888 -0.286 0.196 -0.019
C -3.347 -1.477 1.862 -0.245 -0.059 -0.156
O -3.360 -2.908 1.632 1.998 1.687 2.342
P -3.114 -3.846 3.017 -3.643 -6.522 -1.857
O -2.642 -5.084 2.325 0.612 1.057 0.091
O -4.715 -3.885 3.342 0.338 0.253 0.513
C -5.616 -4.307 2.324 -0.306 0.258 -0.299
O -2.733 -4.227 4.587 1.336 3.147 -0.828
C -3.443 -5.304 5.189 -0.622 -0.292 0.300
H -3.530 -0.973 0.915 -0.014 -0.101 -0.019
H -4.137 -1.211 2.570 0.049 0.099 -0.032
H -2.380 -1.177 2.258 -0.048 0.177 -0.041
H -5.137 -4.960 1.594 0.146 0.039 0.068
H -6.034 -3.437 1.817 0.023 -0.033 -0.073
H -6.433 -4.851 2.797 0.103 0.026 0.159
H -3.528 -6.151 4.509 0.060 0.118 -0.113
H -4.432 -4.979 5.508 0.018 -0.025 -0.063
H -2.877 -5.607 6.069 0.195 0.170 -0.102
C 2.872 7.657 -2.055 0.216 0.232 -0.143
O 3.743 7.482 -0.914 -1.832 -2.711 -1.521
P 4.565 6.010 -0.809 6.110 2.716 4.100
O 4.830 6.044 0.659 -1.071 -0.387 -0.561
O 5.819 6.570 -1.683 -0.311 -0.739 -0.338
C 6.449 7.791 -1.287 0.004 0.563 -0.153
O 5.014 4.422 -1.125 -3.082 0.094 -1.504
C 6.391 4.082 -0.948 0.619 0.182 -0.246
H 2.437 8.651 -1.996 0.032 -0.019 0.098
H 3.447 7.574 -2.982 -0.052 0.037 -0.002
H 2.077 6.912 -2.043 -0.115 0.122 -0.012
H 6.320 7.996 -0.225 -0.126 -0.139 0.001
H 6.046 8.618 -1.870 -0.026 0.022 0.063
H 7.513 7.709 -1.503 -0.056 -0.203 -0.062
H 6.786 4.508 -0.028 -0.153 0.045 0.023
H 6.979 4.420 -1.800 -0.004 0.039 0.059
H 6.456 2.993 -0.894 -0.212 0.014 0.073
C 3.656 -5.493 -4.177 0.249 -0.251 0.106
O 4.123 -4.694 -3.065 -3.413 -0.169 -1.617
P 3.049 -4.515 -1.760 6.110 1.200 6.174
O 3.732 -3.257 -1.271 -0.699 0.396 -1.150
O 3.648 -5.869 -1.073 -0.743 -0.034 -0.068
C 5.059 -6.048 -0.984 0.350 -0.347 -0.277
O 1.824 -4.459 -0.628 -1.793 -0.274 -3.099
C 2.173 -4.651 0.742 0.171 -0.586 0.521
H 4.450 -5.537 -4.918 0.033 0.075 0.058
H 3.427 -6.508 -3.839 -0.010 0.006 -0.070
H 2.768 -5.044 -4.621 0.062 -0.033 -0.140
H 5.596 -5.099 -0.986 -0.147 0.076 -0.052
H 5.406 -6.665 -1.812 0.072 0.057 0.000
H 5.277 -6.573 -0.055 -0.229 0.001 0.031
H 3.071 -4.090 1.003 0.025 0.020 -0.211
H 2.317 -5.708 0.955 0.022 0.043 0.017
H 1.335 -4.289 1.337 -0.129 0.053 -0.258
C -4.887 1.153 6.540 -0.130 0.294 0.002
O -3.518 1.616 6.561 -1.079 -2.863 -1.870
P -2.629 1.401 5.141 4.989 5.784 0.796
O -1.269 1.463 5.755 -0.774 -0.909 0.027
O -3.110 2.843 4.549 -0.141 -0.524 -0.492
C -2.937 4.010 5.348 -0.320 0.280 0.300
O -2.225 0.861 3.617 -2.438 -2.031 1.213
C -1.455 1.724 2.794 0.012 0.629 -0.324
H -5.334 1.378 7.505 0.109 0.009 0.021
H -5.448 1.672 5.758 -0.030 -0.032 0.043
H -4.921 0.078 6.366 -0.096 -0.013 0.114
H -2.130 3.898 6.072 -0.002 -0.167 -0.035
H -3.866 4.240 5.870 0.042 0.000 0.069
H -2.702 4.844 4.688 -0.008 -0.140 -0.142
H -0.642 2.185 3.356 -0.077 -0.073 0.129
H -2.087 2.494 2.353 0.038 0.005 0.044
H -1.039 1.116 1.990 -0.094 -0.200 0.134



41
Properties=species:S:1:pos:R:3:forces:R:3 method="wB97M-V/def2-TZVPD" molar_mass_g_mol=295.2 spin_multiplicity=6 fmax_ev_per_a=17.34 de_lowest_kj_mol=1918.80 homo_lumo_gap_ev="2.750 / 8.929" lumo_ev="0.7 / 0.6"
Mn 0.280 -0.290 -0.008 6.873 5.168 -4.728
O 1.091 -1.363 0.987 7.765 -7.624 3.249
C 2.104 -1.551 0.020 1.189 -0.190 1.159
C 1.854 -0.858 -1.384 0.209 -0.298 -1.548
O 1.004 0.300 -1.456 4.799 -0.989 -5.199
H 2.299 -2.611 -0.137 -0.249 -0.332 -0.467
H 3.072 -1.205 0.384 0.215 0.509 0.270
H 1.395 -1.631 -2.001 0.228 -0.155 -0.368
H 2.831 -0.638 -1.814 0.231 -0.037 0.017
C -1.550 -2.006 1.307 -0.304 -0.963 1.516
O -0.881 -0.775 1.049 -10.232 -0.340 14.001
C -0.477 -0.135 2.259 0.245 1.204 1.729
C 0.188 1.223 1.914 -0.528 -0.564 2.638
O 1.049 0.999 0.825 8.293 5.533 8.400
C 1.774 2.177 0.589 1.828 1.880 1.976
H -2.404 -1.924 1.979 0.113 0.466 0.384
H -0.759 -2.594 1.773 -0.298 -0.579 -0.044
H -1.972 -2.498 0.430 0.387 0.409 0.368
H 0.288 -0.709 2.782 -0.446 -0.359 -0.028
H -1.329 0.089 2.901 -0.152 -0.193 0.055
H 0.712 1.580 2.800 0.560 -0.446 0.156
H -0.562 2.005 1.797 0.117 -0.062 -0.622
H 1.061 2.952 0.308 1.009 0.239 1.769
H 2.499 2.045 -0.214 0.004 -0.441 0.366
H 2.326 2.640 1.407 0.229 -0.887 1.062
C 0.266 2.425 -1.140 -2.522 0.304 -4.443
O -0.425 1.583 -0.191 -5.322 4.163 -3.122
C -1.766 1.207 -0.426 -0.010 0.929 -1.858
C -1.740 -0.020 -1.372 -1.702 0.619 -0.398
O -0.956 -1.056 -0.713 -9.493 -6.095 -12.994
C -0.954 -2.303 -1.387 -0.438 -0.732 -1.930
H -0.227 3.396 -1.098 0.056 0.312 -0.027
H 0.190 1.977 -2.131 -0.850 0.398 -0.202
H 1.350 2.524 -1.073 -1.937 -0.209 -1.303
H -2.302 2.067 -0.828 -0.234 -0.252 -0.632
H -2.289 0.998 0.507 0.326 -0.211 0.237
H -1.378 0.220 -2.371 0.671 -0.003 0.217
H -2.775 -0.311 -1.551 -0.364 -0.614 0.348
H -0.434 -3.111 -0.871 0.163 0.574 0.586
H -0.459 -2.214 -2.354 -0.300 0.079 -0.229
H -1.995 -2.606 -1.501 -0.128 -0.212 -0.362



36
Properties=species:S:1:pos:R:3:forces:R:3 method="wB97M-V/def2-TZVPD" molar_mass_g_mol=653.7 spin_multiplicity=1 fmax_ev_per_a=2.96 homo_lumo_gap_ev=10.078 lumo_ev=0.3
Br -2.225 2.347 2.845 0.032 0.153 -0.791
C -0.979 2.921 1.453 0.407 0.660 0.065
C -1.235 2.510 -0.023 1.713 0.111 1.839
Br 0.411 3.282 -0.870 -0.902 -0.267 -0.175
H -0.015 2.578 1.807 0.075 -0.493 -0.173
H -0.895 4.006 1.609 -0.400 -0.296 -0.560
H -2.140 2.943 -0.382 -0.360 0.312 -0.645
H -1.141 1.436 -0.200 -0.256 0.270 0.002
Br 4.487 0.408 -1.059 -0.057 -0.180 1.334
C 4.069 -0.549 0.662 0.861 -0.684 -1.091
C 5.188 -0.780 1.636 -1.513 2.370 0.922
Br 5.195 0.649 3.048 0.068 -0.564 -0.507
H 3.904 -1.574 0.294 -0.794 0.597 -0.018
H 3.258 -0.083 1.215 -0.330 -0.074 -0.675
H 6.167 -0.791 1.310 1.799 -0.204 -1.000
H 4.898 -1.662 2.119 0.050 -1.228 1.089
Br -1.666 -2.407 0.891 -0.227 0.513 0.259
C -1.960 -1.154 2.411 1.288 -1.097 0.515
C -3.451 -1.032 2.704 2.375 -0.403 1.266
Br -3.632 -0.027 4.390 -0.379 -0.715 0.066
H -1.360 -0.266 2.231 -0.748 0.291 -0.486
H -1.368 -1.635 3.196 -0.642 -0.162 0.133
H -3.829 -2.046 2.876 -0.481 0.698 -0.398
H -3.805 -0.393 1.953 -1.443 0.342 -0.976
C 1.557 -1.029 -2.312 -0.623 -1.924 -1.574
O 0.478 -1.353 -3.312 1.399 0.825 0.764
C -0.662 -0.765 -2.984 0.340 0.273 0.494
O -0.798 -0.201 -1.921 -1.082 0.211 -0.523
O -1.527 -0.907 -3.994 0.578 -0.064 0.551
C -2.856 -0.440 -3.844 -0.732 1.124 0.358
H 1.951 -0.044 -2.280 -0.370 1.007 -0.514
H 2.326 -1.718 -2.589 0.626 -0.215 -0.450
H 1.251 -1.342 -1.357 -0.740 -0.108 1.269
H -3.067 0.057 -2.853 0.389 -1.014 -0.832
H -3.505 -1.291 -4.078 -0.026 0.324 0.368
H -3.024 0.352 -4.592 0.106 -0.391 0.095